No. 1
Below is C8H10CoO5 as an isolated structure, with properties calculated with ωB97M-V/def2-TZVPD.

The geometry in XYZ format:
```
24
Properties=species:S:1:pos:R:3:forces:R:3:mulliken_charge:R:1
Co 0.2229 -1.6500 -1.0292 1.11 3.07 7.34 0.351
O 1.8752 -3.4489 1.9830 -1.90 2.15 -3.36 -0.092
C 1.3823 -2.8976 1.1019 1.64 -1.91 2.84 0.279
C -1.5345 -1.6005 -1.4455 -9.17 0.77 0.18 0.368
O -2.6944 -1.5598 -1.4139 5.37 -0.31 -0.52 -0.079
C 1.0555 -0.6996 -2.2969 6.13 6.67 -5.54 0.360
O 1.7669 0.0008 -2.9135 -4.01 -4.08 3.08 -0.096
C 0.3587 -3.0231 -2.0599 1.06 -8.54 -5.76 0.503
O 0.4047 -3.8798 -2.8230 -0.22 3.01 2.50 -0.058
C 0.5774 2.2808 -0.5910 -0.62 0.28 -0.25 -0.968
C 1.0478 1.1486 0.3114 -0.45 -0.07 -1.11 -0.459
O 0.0723 0.0611 0.3870 0.17 -1.51 -1.83 -0.254
C -1.2207 0.3474 0.9482 -0.20 0.12 0.00 -0.207
C -1.0735 1.0879 2.2473 -0.17 -0.02 0.38 -1.339
H 0.3700 1.9656 -1.6419 0.05 -0.01 0.85 0.271
H 1.3694 3.0372 -0.6808 -0.21 -0.16 0.29 0.439
H -0.3358 2.7517 -0.1781 0.55 -0.05 -0.31 0.300
H 1.8619 0.6372 -0.1882 0.72 0.21 0.64 0.358
H 1.1959 1.4433 1.3424 0.63 0.12 -0.03 0.428
H -1.8132 0.8843 0.2097 0.07 0.43 -0.12 0.397
H -1.6881 -0.6303 1.0118 -0.10 -0.12 0.59 0.356
H -0.6344 2.1028 2.1091 -0.51 -0.76 0.25 0.342
H -2.0860 1.1598 2.6571 0.21 0.30 0.11 0.428
H -0.4803 0.4812 2.9528 -0.14 0.42 -0.21 0.373
```
Positions in Å, forces in eV/Å.

Results
net charge	+2
spin multiplicity	4
total energy	-2068.99412	hartree

---

No. 2
Below is C6H9CdO4 as an isolated structure, with properties calculated with ωB97M-V/def2-TZVPD.

The geometry in XYZ format:
```
20
Properties=species:S:1:pos:R:3:forces:R:3:mulliken_charge:R:1
O 1.7943 -0.2872 -0.1198 -0.08 -1.59 -0.57 -0.494
Cd 0.6557 1.1776 0.7231 -3.96 1.45 0.95 1.085
O 2.5427 1.6745 0.3624 1.10 1.45 0.23 -0.601
C 2.9250 0.5439 -0.0861 3.29 -0.92 -0.81 0.997
O 4.0105 0.1361 -0.4233 -1.59 0.45 0.33 -0.471
C 1.8848 -1.6395 -0.5925 0.38 -0.92 -0.46 -0.100
C 0.4915 -2.2200 -0.6035 -0.01 -0.14 0.23 -1.176
H 2.3270 -1.6210 -1.5968 -0.07 0.10 0.31 0.342
H 2.5558 -2.1971 0.0740 -0.15 0.23 -0.18 0.332
H -0.1907 -1.5951 -1.1970 0.13 -0.24 0.10 0.245
H 0.5255 -3.2281 -1.0354 -0.06 0.30 0.03 0.386
H 0.1107 -2.3237 0.4222 -0.03 0.08 -0.27 0.288
C -2.7437 1.7082 0.7972 1.34 -4.16 2.05 -0.002
C -1.7533 2.3902 0.1213 -4.16 3.20 3.57 -0.859
H -2.9817 1.8841 1.8532 -0.17 0.29 -0.03 0.274
H -2.2563 3.1028 1.0040 3.35 1.70 -2.93 0.305
H -2.0253 2.7296 -0.8842 1.10 -0.61 -0.39 0.414
O -1.9269 -0.4267 1.0836 -1.20 0.54 0.55 -0.392
C -2.8181 0.2260 0.5650 1.84 -0.45 -3.22 0.101
H -3.1277 -0.0345 -0.4676 -1.04 -0.76 0.51 0.326
```
Positions in Å, forces in eV/Å.

Results
net charge	+1
total energy	-702.24271	hartree

---

Table of energy relative to the best compared isomer or geometry (same formula, charge and spin) (kJ/mol), in record order: 0.00, 299.32